# 1
9
Properties=species:S:1:pos:R:3:forces:R:3 method="wB97M-V/def2-TZVPD" total_charge=0 total_energy_ev=-6153.17308 e_lumo_ha=0.0300 smiles="[H]/N=C(/N)C#C" homo_ha=-0.35803 orbital_gap_ev=10.6
H -0.4845 2.1402 -0.0970 -2.231 -2.109 0.542
N -1.2439 1.3397 -0.0314 0.105 3.473 -0.631
C -0.6637 0.2506 0.0662 4.278 -1.662 0.226
N -1.1173 -1.0402 -0.0690 -2.010 1.591 0.020
C 0.8610 0.2390 0.2179 5.587 -1.610 -2.225
C 2.1029 0.0480 -0.0621 -6.648 1.206 1.644
H -0.5039 -1.7722 0.1379 0.825 -0.905 0.427
H -2.1091 -1.1970 0.0747 0.304 -0.007 -0.149
H 3.1585 -0.0080 -0.2372 -0.210 0.024 0.146

---

# 2
9
Properties=species:S:1:pos:R:3:forces:R:3 method="wB97M-V/def2-TZVPD" total_charge=0 total_energy_ev=-6153.19918 e_lumo_ha=0.0027 homo_ha=-0.32734 orbital_gap_ev=9.0
N 1.7416 0.8472 -0.8619 -2.541 -4.364 3.021
C 1.1534 -0.0698 -0.3347 1.271 2.218 -2.555
C 0.1683 -1.1323 0.0394 -4.056 1.036 -1.187
C -1.2170 -0.5789 0.2119 5.258 1.278 2.522
N -1.2889 0.8293 0.6035 4.559 -0.773 -1.271
H 0.2719 -2.2595 -0.2317 0.174 2.506 0.388
H -2.0981 -1.2025 0.3969 0.385 0.280 -0.377
H -1.7842 1.1461 1.4122 -0.828 -0.539 0.222
H -0.1861 1.2666 0.7316 -4.221 -1.641 -0.764

---

# 3
10
Properties=species:S:1:pos:R:3:forces:R:3 method="wB97M-V/def2-TZVPD" total_charge=0 total_energy_ev=-8200.03661 e_lumo_ha=-0.0065 smiles="O[C@H]1C=CN=N1" homo_ha=-0.36512 orbital_gap_ev=9.8
O 1.8481 0.3337 -0.7696 0.492 -0.171 0.052
C 0.5346 0.3990 -0.4041 -0.897 0.098 -0.699
C -0.3381 -0.8102 -0.3001 -0.479 2.559 0.737
C -1.2433 -0.4362 0.6585 0.486 -0.851 -1.023
N -0.9962 0.8241 1.1563 1.689 0.948 -0.576
N 0.1309 1.2592 0.6437 -1.435 0.330 2.205
H 2.2464 -0.4028 -0.2924 0.143 0.065 -0.026
H 0.1890 1.5494 -0.9001 -0.296 -2.402 -0.031
H -0.2864 -1.7142 -0.8373 0.114 -0.695 -0.599
H -2.0849 -1.0021 1.0451 0.183 0.118 -0.040